A cluster of 12 separate species, C53H56F10O19 in total, computed with wB97M-V/def2-TZVPD.

Calculated values
E_LUMO, eV: 0.3545
DFT total energy, eV: -121946.40382
Net charge: 0
SMILES string: O=C1OC[C@@H](F)O1.O=C1OC[C@@H](F)O1.O=C1OC[C@@H](F)O1.O=C1OC[C@@H](F)O1.O=C1OC[C@@H](F)O1.CCOC(C)=O.CCOC(C)=O.Fc1ccccc1.Fc1ccccc1.Fc1ccccc1.Fc1ccccc1.Fc1ccccc1
HOMO energy, eV: -9.332

XYZ file:
```
138
Properties=species:S:1:pos:R:3:forces:R:3
C 18.099214 18.949464 16.569114 -1.742 -1.561 -0.306
H 16.281096 16.561872 15.814776 0.027 -0.508 -0.387
C 11.954512 11.376219 10.730144 -0.354 0.233 1.192
C 14.198926 8.902330 11.992825 -1.314 -0.988 -1.689
H 13.797471 17.966211 18.070701 0.131 0.084 0.111
H 11.950537 8.974051 13.965799 -0.435 -0.515 0.110
F 13.095577 14.565277 7.642997 1.084 0.604 1.333
H 14.855077 14.019680 19.405158 0.405 -0.318 -0.363
H 13.802676 12.071851 17.110438 -0.542 0.664 -0.411
C 15.687727 14.227475 10.872598 -1.924 -0.753 2.062
C 19.877077 9.993130 16.025038 1.751 1.027 -1.144
C 11.323194 10.636276 8.749723 -0.547 1.607 -1.503
H 11.575989 16.269072 16.628662 1.367 1.126 0.506
C 17.691027 10.027944 16.939607 0.676 -0.885 -1.275
F 13.960938 17.810764 13.390793 0.198 -0.399 -0.639
H 19.106566 16.059939 16.617914 -0.660 -0.599 0.381
C 13.895218 17.724050 10.942435 -0.131 0.051 0.994
O 13.041851 10.762021 10.255861 0.332 -0.305 -1.368
H 12.661127 19.993724 13.118730 -0.188 0.433 1.642
O 13.808169 9.559693 13.078978 -0.702 -0.581 0.346
H 16.153802 12.619303 16.472391 0.591 -1.020 0.789
C 14.666521 14.903033 14.541973 2.318 -0.866 -0.181
C 14.293025 13.956165 11.040803 -0.011 0.524 -1.233
F 16.968215 14.228994 14.855615 0.232 0.234 -0.174
O 15.249735 5.984309 18.271669 0.132 -0.021 -0.780
H 11.968139 13.348706 15.886989 0.124 0.349 -0.023
H 12.561295 19.980217 8.870418 -0.661 0.587 -0.139
C 14.547915 6.631462 15.978250 0.083 -0.374 0.408
H 15.600323 15.198861 7.635300 0.068 -0.314 0.665
F 16.918392 9.486877 13.269776 0.447 -1.287 0.779
H 12.517731 15.108974 14.283856 0.435 0.209 0.041
H 10.693925 9.764649 8.708607 0.097 -0.523 0.051
C 15.289640 14.845259 8.635143 -0.973 1.208 -1.726
H 14.399125 11.498192 13.105451 -0.457 1.003 -0.642
H 14.570780 9.645913 19.006910 0.271 -0.514 0.532
C 12.088189 17.187036 17.109599 -0.468 -3.093 -0.014
C 14.272741 14.572272 20.110313 -0.216 0.915 0.167
C 11.180981 9.238877 15.933129 0.665 0.299 0.255
H 8.010947 10.029403 18.555494 -0.424 -0.011 -0.089
H 11.958797 17.978646 16.452643 -0.227 1.624 -1.335
O 10.229042 10.632894 20.700043 -0.382 -0.316 0.007
F 13.577059 11.242678 8.100951 -0.513 -0.317 0.207
C 15.665591 14.052215 15.145678 -2.356 1.607 -0.747
H 13.622006 17.849888 8.850265 0.021 -0.110 -0.454
C 18.118939 19.003397 12.957280 2.091 -2.146 -0.631
O 8.168178 10.315320 14.886391 0.239 -0.571 0.028
O 13.156118 16.713650 20.094854 -0.603 1.051 1.102
C 19.448838 19.034192 13.384889 -0.770 4.057 1.723
F 9.570373 8.590535 19.928778 -0.514 0.997 -0.055
H 14.373583 7.658183 15.671028 0.090 0.107 -0.029
C 15.941691 10.073939 12.570928 0.629 3.098 -0.435
C 14.744138 10.546085 13.411225 1.237 -0.856 0.301
C 17.029571 16.938580 16.486828 -1.236 1.137 0.135
C 10.378021 11.587313 19.750835 1.787 1.430 -1.583
C 13.912555 14.618603 8.773979 0.301 -1.478 -0.156
O 9.366130 11.533041 18.854105 -0.597 -0.402 1.041
H 17.226829 14.941028 9.614693 0.095 0.161 -0.340
C 18.629729 16.867094 11.946816 1.389 -0.711 1.190
H 11.072031 7.531479 14.662543 -0.236 -0.056 -0.278
C 13.007448 13.627988 15.721304 -0.409 -0.863 0.337
H 21.247810 11.316083 16.941596 0.332 0.387 0.095
O 19.021626 18.004641 16.514138 1.482 1.282 0.305
H 14.247257 17.091060 16.618794 -0.462 -0.007 -0.103
H 18.256014 8.806634 15.258064 0.127 0.017 0.142
H 15.024351 15.669493 13.840934 -0.432 -0.302 0.270
O 16.845394 18.360532 16.468380 0.910 -0.672 0.085
H 11.142884 11.261898 7.837980 0.082 -0.571 0.741
H 13.878939 13.609887 11.980056 0.253 -0.065 0.038
H 13.636624 6.864050 19.913067 0.284 0.186 -0.213
C 14.550059 6.585612 17.499218 -0.282 0.190 -0.098
C 9.184894 9.707288 14.977265 -0.301 0.869 0.700
F 11.940668 10.469837 15.893660 -1.049 -1.616 0.089
O 18.259404 20.096953 16.661521 0.515 2.143 0.253
H 17.182000 11.256274 18.539820 0.068 0.438 0.733
C 13.377196 14.154124 9.977511 1.612 0.578 -0.101
C 12.722458 19.544312 9.833431 1.019 -0.976 -0.421
H 16.716460 17.831354 11.855535 0.230 -0.273 0.110
C 15.316251 13.100392 16.052697 -0.428 0.493 -0.106
H 18.247336 15.939899 11.528639 0.382 0.187 -0.310
H 12.023612 21.043837 11.188652 -0.493 1.244 -0.258
C 18.478786 16.792860 16.126070 0.975 -1.242 -1.304
C 20.228193 10.992729 16.931720 0.207 -1.143 0.492
C 18.621116 9.515998 15.992118 -1.964 0.001 0.803
H 14.913887 10.624289 14.488618 0.157 -0.499 -0.139
H 13.192706 9.362255 8.763924 -0.310 0.755 -0.111
O 11.327500 12.346891 19.635437 -2.062 -1.778 0.727
H 19.671590 12.038690 18.688452 0.114 0.182 0.128
H 13.737228 6.024947 15.557241 0.189 -0.027 0.223
H 12.318201 13.988443 10.013012 -0.308 -0.196 0.385
H 12.656456 8.196462 19.438400 -1.029 0.387 0.246
O 9.841942 9.527997 16.206466 0.445 0.134 -0.197
O 13.576500 7.413711 17.925840 0.373 0.345 -0.629
C 19.359255 11.346890 17.924447 -1.317 1.103 0.520
H 14.562927 9.074731 20.715436 -0.076 -0.099 0.041
C 9.102525 9.807840 20.402687 0.892 0.968 -0.523
C 13.566123 17.084925 17.474804 -0.346 0.713 -0.146
C 11.105346 8.613926 14.571911 0.675 1.014 -0.948
H 20.633852 9.746488 15.262367 -0.569 -0.250 0.422
H 14.569434 16.863453 10.896680 -0.490 0.097 0.023
C 17.995724 10.957355 17.916488 0.609 -1.447 -1.498
H 11.466460 17.354722 17.961586 -0.129 0.330 0.844
C 13.347117 14.617941 14.791960 -0.564 -0.328 0.404
C 16.170791 14.747263 9.700389 -0.255 -0.631 -0.126
C 13.618468 7.769869 19.289968 -1.551 -0.765 1.426
H 18.684469 16.642268 15.030017 -0.728 0.201 0.761
F 16.446978 9.495348 16.763551 -0.115 0.570 0.585
C 17.739683 17.856379 12.237332 -1.638 1.932 0.107
H 19.785338 19.970078 13.939459 -0.350 -1.355 -0.685
O 11.882844 11.811596 11.820910 0.456 0.746 1.768
H 20.655523 16.119923 12.172178 -0.412 0.916 0.411
O 13.501353 8.144233 11.386725 0.211 -0.098 0.396
C 20.364629 18.085616 13.139352 0.050 -2.125 -1.351
F 16.691875 16.499771 17.740680 0.610 -0.130 -0.047
C 14.652829 8.760827 19.679746 0.946 0.154 -1.246
H 16.419000 10.962120 12.152330 -0.047 -0.174 -0.559
H 7.526221 11.294389 19.768703 -0.237 -0.205 0.389
H 15.589117 8.218126 19.512197 0.346 0.718 0.226
O 13.941466 15.933445 18.188922 0.503 -1.361 -0.286
H 15.500363 6.282612 15.609720 0.172 -0.152 -0.185
C 12.893106 19.495036 12.235961 0.033 0.130 -1.648
O 15.437200 9.248137 11.559444 -0.145 0.389 1.601
C 13.574166 18.316073 12.187212 0.379 -0.255 -0.689
H 8.597004 9.645160 21.310483 -0.607 -0.508 1.102
F 21.637527 18.236811 13.518207 0.100 -0.040 0.175
H 13.401130 14.019096 20.378632 -0.771 -0.673 -0.029
H 17.544143 19.864477 13.130668 -1.061 0.655 0.189
C 12.824952 10.404129 8.885861 0.404 -0.576 1.139
C 13.969319 12.888322 16.390070 1.087 -0.314 -0.273
C 13.744623 15.867403 19.505010 0.485 -0.860 -0.190
C 13.387524 18.317358 9.783858 0.600 0.025 1.137
H 14.787088 14.702243 21.065087 0.169 0.435 -0.321
O 10.927671 11.418844 9.908267 0.469 -0.975 -1.984
O 9.891103 9.167110 13.991407 0.620 -0.641 0.489
C 19.965993 16.959121 12.422022 -0.089 -1.148 -0.775
C 8.305851 10.651070 19.390423 2.271 -0.158 -1.136
H 16.290111 13.990512 11.768233 0.026 0.425 -0.731
H 11.694924 8.548707 16.649274 -0.710 1.000 -0.111
C 12.537202 20.138407 11.053248 -0.265 -0.866 0.448
```
Positions in Å, forces in eV/Å.

Atomic partial charges in e from the Mulliken method, atoms 1 to 5:
1. C 0.575
2. H -0.762
3. C 0.467
4. C 0.178
5. H 0.563


The molecule C3H5NS2, computed with wB97M-V/def2-TZVPD.

Calculated values
E_LUMO, eV: -0.4495
DFT total energy, eV: -26350.64811
Net charge: 0
SMILES string: S=CC/C=N/S
HOMO energy, eV: -8.884
Energy relative to the best compared isomer or geometry (same formula, charge and spin), kcal per mole: 48.1

XYZ file:
```
11
Properties=species:S:1:pos:R:3:forces:R:3
H 1.614403 0.215686 1.443048 0.486 -0.424 -0.485
H 0.583400 1.679875 0.138547 -0.227 -0.422 -0.789
C 1.812617 -0.010896 0.368937 -1.467 1.475 0.929
N -1.581644 0.260749 0.169766 0.391 -0.793 -0.237
S 2.969059 -0.977474 -0.092416 0.624 -0.518 -0.499
H -0.266963 -1.123197 -0.724639 -0.449 -0.550 0.110
S -2.827965 -0.892391 -0.117140 0.142 -0.043 -0.076
H 0.961173 0.850779 -1.465831 0.008 0.068 -0.100
H -3.509015 -0.566726 0.961203 -0.493 0.131 0.425
C -0.461767 -0.160124 -0.264044 -0.702 0.744 -0.855
C 0.706701 0.723724 -0.417434 1.686 0.332 1.577
```
Positions in Å, forces in eV/Å.

Atomic partial charges in e from the natural (NBO) method, atoms 1 to 5:
1. H 0.185
2. H 0.239
3. C -0.276
4. N -0.515
5. S 0.111


- Which of these has the highest E_LUMO?
  C53H56F10O19